1:
# H20O10

A cluster of 10 separate species, H20O10 in total (ωB97M-V with the def2-TZVPD basis set, the Open Molecules 2025 dataset).

XYZ file:
```
30
Properties=species:S:1:pos:R:3:nbo_charge:R:1
O 8.802 23.776 14.647 -0.9511
H 9.350 24.564 14.756 0.4769
H 8.058 23.924 15.242 0.4730
O 7.178 21.765 12.162 -0.9877
H 7.655 22.612 12.119 0.5024
H 7.240 21.497 13.085 0.4880
O 4.270 24.293 12.797 -0.9674
H 4.854 24.465 12.033 0.4938
H 3.893 25.145 13.048 0.4742
O 8.555 27.329 9.842 -0.9532
H 9.449 27.356 9.482 0.4732
H 8.457 26.409 10.123 0.4769
O 7.867 24.031 7.673 -0.9475
H 7.696 23.425 8.409 0.4754
H 7.673 23.520 6.879 0.4664
O 10.939 25.791 11.008 -0.9506
H 10.431 24.974 10.899 0.4833
H 11.631 25.573 11.642 0.4666
O 5.666 24.202 10.210 -0.9948
H 5.953 23.414 9.718 0.5105
H 5.205 24.753 9.566 0.4965
O 8.169 24.636 11.549 -0.9915
H 7.333 24.443 11.081 0.4976
H 7.897 25.085 12.361 0.4873
O 6.885 21.806 9.435 -1.0031
H 7.630 21.290 9.104 0.4898
H 6.726 21.457 10.336 0.5218
O 5.962 25.399 14.954 -0.9568
H 5.860 24.820 14.181 0.4860
H 5.838 24.810 15.707 0.4640
```

Computed properties:
- charge = 0
- E_HOMO (eV) = -10.418
- structure (SMILES) = O.O.O.O.O.O.O.O.O.O
- frontier orbital gap (eV) = 10.6



2:
# H20O10

A cluster of 10 separate species, H20O10 in total (ωB97M-V with the def2-TZVPD basis set, the Open Molecules 2025 dataset).

XYZ file:
```
30
Properties=species:S:1:pos:R:3:nbo_charge:R:1
H -2.442 2.963 -0.231 0.4994
H -2.972 3.414 -1.688 0.4823
H -2.263 0.160 -1.347 0.5006
H -3.560 0.724 -0.654 0.4884
H -0.345 1.923 1.635 0.4672
H -1.415 1.351 0.800 0.5033
H -1.443 -2.339 -0.142 0.5028
H -1.196 -3.431 -1.261 0.4794
H 2.808 -1.165 -0.199 0.4904
H 3.809 -2.141 -0.844 0.4779
H 0.684 -0.287 -0.389 0.4880
H 0.561 -1.646 -0.952 0.5127
H 1.076 2.101 0.962 0.4989
H 2.563 1.398 0.548 0.5227
H 0.054 -1.479 1.580 0.4776
H 0.626 0.041 1.393 0.5145
H -2.994 -1.080 0.878 0.5143
H -2.069 -1.919 1.808 0.4677
H 4.130 0.579 -0.138 0.4908
H 3.632 0.870 -1.420 0.4748
O -2.732 2.644 -1.177 -0.9835
O -3.047 -0.035 -0.790 -0.9712
O -0.784 2.110 0.861 -0.9550
O -1.186 -2.448 -1.088 -0.9963
O 3.700 -1.421 -0.178 -0.9904
O 1.297 -1.017 -0.825 -0.9987
O 1.770 1.401 1.169 -1.0140
O -0.290 -0.557 1.605 -1.0377
O -2.655 -2.057 1.103 -0.9611
O 4.021 1.374 -0.722 -0.9457
```

Computed properties:
- charge = 0
- E_HOMO (eV) = -11.243
- structure (SMILES) = O.O.O.O.O.O.O.O.O.O
- frontier orbital gap (eV) = 11.4



Verdict on stability: 1 comes out on top.



1:
# H20O10

A cluster of 10 separate species, H20O10 in total (ωB97M-V with the def2-TZVPD basis set, the Open Molecules 2025 dataset).

XYZ file:
```
30
Properties=species:S:1:pos:R:3:nbo_charge:R:1
H 0.711 0.922 0.188 0.4690
H 0.530 0.645 1.671 0.4563
H -2.389 2.221 2.454 0.4734
H -3.692 2.856 2.000 0.4773
H -3.860 2.879 -1.342 0.4682
H -2.511 2.717 -0.662 0.4761
H 1.480 -3.840 3.198 0.4704
H 0.218 -3.617 2.381 0.4737
H 2.540 -0.517 -4.296 0.4642
H 2.471 0.552 -3.217 0.4666
H 1.431 -2.172 5.390 0.4750
H 1.839 -0.793 4.896 0.4695
H -0.817 2.135 0.392 0.4619
H 0.492 2.467 1.091 0.4561
H 4.239 -1.831 -2.247 0.4635
H 4.202 -1.940 -0.732 0.4711
H -1.089 -2.540 -2.225 0.4727
H -0.581 -1.418 -1.334 0.4665
H -3.694 0.657 -3.071 0.4671
H -2.203 0.951 -3.069 0.4772
O 0.777 0.218 0.843 -0.9301
O -2.757 2.797 1.776 -0.9488
O -2.914 2.875 -1.523 -0.9452
O 0.702 -4.299 2.861 -0.9443
O 2.480 0.437 -4.174 -0.9306
O 1.374 -1.592 4.622 -0.9443
O -0.158 2.834 0.480 -0.9146
O 4.774 -1.675 -1.461 -0.9346
O -0.717 -2.372 -1.352 -0.9392
O -2.877 0.444 -3.536 -0.9443
```

Computed properties:
- charge = 0
- E_HOMO (eV) = -11.182
- structure (SMILES) = O.O.O.O.O.O.O.O.O.O
- frontier orbital gap (eV) = 10.8



2:
# H20O10

A cluster of 10 separate species, H20O10 in total (ωB97M-V with the def2-TZVPD basis set, the Open Molecules 2025 dataset).

XYZ file:
```
30
Properties=species:S:1:pos:R:3:nbo_charge:R:1
O 2.425 2.491 -2.018 -0.9703
H 2.941 2.564 -2.829 0.4675
H 1.483 2.437 -2.310 0.5066
O -0.019 -0.106 -0.358 -0.9849
H 0.630 -0.030 -1.077 0.5009
H 0.505 -0.331 0.423 0.4862
O -1.326 -2.276 -1.812 -0.9524
H -1.248 -3.206 -1.581 0.4538
H -0.844 -1.780 -1.122 0.4864
O -0.223 1.948 -2.692 -0.9678
H -0.938 2.423 -3.134 0.4953
H -0.228 1.058 -3.076 0.4973
O -2.873 -0.635 0.569 -0.9349
H -2.999 -1.311 1.241 0.4492
H -1.962 -0.333 0.684 0.4840
O 2.082 -0.283 -2.306 -0.9980
H 2.622 -0.424 -3.088 0.4830
H 2.368 0.584 -1.938 0.5016
O -1.325 2.749 0.012 -0.9605
H -1.148 2.178 -0.749 0.4806
H -0.752 2.402 0.704 0.4758
O 0.105 -2.288 1.751 -0.9668
H 0.068 -2.824 2.553 0.4780
H -0.293 -2.843 1.068 0.4896
O -1.002 0.642 2.738 -0.9442
H -1.570 0.888 3.476 0.4778
H -1.018 -0.322 2.723 0.4660
O 1.746 -0.822 4.130 -0.9304
H 1.455 -1.510 4.737 0.4598
H 1.338 -1.039 3.283 0.4710
```

Computed properties:
- charge = 0
- E_HOMO (eV) = -10.263
- structure (SMILES) = O.O.O.O.O.O.O.O.O.O
- frontier orbital gap (eV) = 10.1



3:
# H20O10

A cluster of 10 separate species, H20O10 in total (ωB97M-V with the def2-TZVPD basis set, the Open Molecules 2025 dataset).

XYZ file:
```
30
Properties=species:S:1:pos:R:3:nbo_charge:R:1
O -10.719 -5.197 -18.991 -0.9802
H -10.979 -4.460 -18.445 0.4674
H -10.958 -6.057 -18.576 0.4942
O -15.784 -5.955 -18.258 -0.9687
H -16.661 -6.355 -18.483 0.5058
H -15.910 -5.103 -17.924 0.4833
O -14.075 -8.644 -19.648 -0.9511
H -13.972 -7.720 -19.640 0.4707
H -13.998 -8.834 -18.744 0.4564
O -13.380 -6.160 -20.108 -0.9496
H -12.965 -5.511 -19.524 0.4885
H -14.303 -5.842 -20.103 0.4824
O -16.585 -6.255 -15.209 -0.9216
H -17.415 -6.705 -15.172 0.4701
H -16.527 -5.922 -16.103 0.4493
O -11.493 -7.685 -18.234 -0.9829
H -11.706 -8.131 -19.071 0.5251
H -10.981 -8.290 -17.625 0.5095
O -15.810 -8.981 -16.037 -0.9788
H -15.018 -8.512 -16.358 0.4868
H -15.578 -9.853 -15.809 0.4694
O -13.807 -7.309 -16.825 -0.9997
H -12.982 -7.318 -17.366 0.5049
H -14.440 -6.997 -17.451 0.5005
O -13.296 -6.950 -14.263 -0.9911
H -13.527 -7.104 -15.206 0.4905
H -13.923 -7.449 -13.743 0.4759
O -12.860 -9.681 -14.817 -0.9418
H -12.398 -8.872 -14.800 0.4763
H -12.074 -10.294 -14.763 0.4586
```

Computed properties:
- charge = 0
- E_HOMO (eV) = -10.516
- structure (SMILES) = O.O.O.O.O.O.O.O.O.O
- frontier orbital gap (eV) = 10.3



Verdict on stability: 2 comes out on top.



1:
# H20O10

A cluster of 10 separate species, H20O10 in total (ωB97M-V with the def2-TZVPD basis set, the Open Molecules 2025 dataset).

XYZ file:
```
30
Properties=species:S:1:pos:R:3:nbo_charge:R:1
O -35.913 -62.368 31.175 -0.7473
H -35.738 -63.258 30.915 0.5862
H -35.451 -61.845 30.531 0.5376
H -35.423 -61.989 32.007 0.5688
O -35.313 -64.938 30.731 -1.2600
H -35.191 -65.658 30.246 0.4616
O -33.896 -63.734 28.887 -1.0089
H -33.274 -63.040 29.210 0.4834
H -34.256 -64.339 29.572 0.5069
O -34.074 -68.109 31.354 -0.9703
H -33.533 -67.310 31.557 0.4862
H -33.411 -68.813 31.644 0.4635
O -33.050 -65.694 31.795 -1.0087
H -32.567 -64.891 32.226 0.4795
H -33.960 -65.450 31.517 0.4996
O -37.552 -66.345 31.525 -0.9732
H -38.176 -65.727 31.911 0.4724
H -36.765 -65.934 31.228 0.4881
O -33.340 -65.745 27.248 -0.9544
H -34.207 -66.022 26.950 0.4482
H -33.825 -64.963 27.753 0.4761
O -36.350 -64.590 33.408 -0.9838
H -37.265 -64.457 33.461 0.4731
H -35.946 -64.918 32.635 0.5029
O -37.374 -68.358 29.370 -0.9618
H -37.197 -67.764 30.210 0.5016
H -37.909 -67.782 28.749 0.4512
O -37.069 -64.620 28.826 -0.9384
H -36.282 -64.701 29.212 0.4579
H -37.348 -65.479 28.674 0.4620
```

Computed properties:
- charge = 0
- E_HOMO (eV) = -10.221
- frontier orbital gap (eV) = 8.4



2:
# H20O10

A cluster of 10 separate species, H20O10 in total (ωB97M-V with the def2-TZVPD basis set, the Open Molecules 2025 dataset).

XYZ file:
```
30
Properties=species:S:1:pos:R:3:nbo_charge:R:1
O 0.553 -0.337 -1.182 -0.9585
H 0.856 -0.399 -0.272 0.4736
H -0.154 0.282 -0.975 0.4856
O 1.689 2.363 -2.468 -0.9559
H 2.318 2.799 -1.903 0.4760
H 1.675 1.413 -2.405 0.4788
O -3.136 -0.843 2.967 -0.9394
H -2.475 -1.512 3.144 0.4705
H -3.280 -0.712 2.036 0.4691
O -0.249 -3.105 -2.015 -0.9837
H 0.100 -2.269 -2.329 0.4961
H -1.162 -3.312 -2.277 0.4864
O -3.501 0.244 -0.413 -0.9188
H -3.001 -0.311 0.197 0.4538
H -2.906 1.003 -0.388 0.4667
O 2.677 0.626 1.636 -0.9561
H 2.788 -0.178 1.118 0.4769
H 3.352 1.254 1.323 0.4804
O -0.921 1.762 1.450 -1.0461
H -0.042 1.832 1.814 0.5250
H -1.794 1.581 1.773 0.5305
O -0.145 3.727 -0.217 -0.9251
H -0.029 4.149 0.661 0.4501
H -0.058 2.844 0.164 0.4642
O -1.268 -2.173 1.248 -0.9439
H -1.321 -2.757 2.035 0.4582
H -0.596 -2.722 0.820 0.4847
O 3.704 -1.717 -1.732 -0.9511
H 3.145 -0.999 -2.047 0.4741
H 3.184 -2.533 -1.764 0.4778
```

Computed properties:
- charge = 0
- E_HOMO (eV) = -10.937
- structure (SMILES) = O.O.O.O.O.O.O.O.O.O
- frontier orbital gap (eV) = 10.7



Verdict on stability: 2 comes out on top.



1:
# C2H7OS

A cluster of 2 separate species, C2H7OS in total (ωB97M-V with the def2-TZVPD basis set, the Open Molecules 2025 dataset).

XYZ file:
```
11
Properties=species:S:1:pos:R:3:nbo_charge:R:1
C 0.939 1.733 -0.295 -0.7348
S 1.806 0.042 -0.563 -0.7201
H -0.061 1.395 -0.007 0.2009
H 0.994 2.177 -1.316 0.1865
H 1.606 2.293 0.374 0.1923
H 0.533 -0.811 0.687 0.4745
C -1.205 -1.385 0.147 -0.2569
O -0.238 -1.166 1.183 -0.8141
H -0.713 -1.679 -0.767 0.1844
H -1.775 -0.430 0.039 0.1411
H -1.885 -2.169 0.518 0.1462
```

Computed properties:
- charge = -1
- E_HOMO (eV) = -2.591
- frontier orbital gap (eV) = 6.9



2:
# C2H7OS

A cluster of 2 separate species, C2H7OS in total (ωB97M-V with the def2-TZVPD basis set, the Open Molecules 2025 dataset).

XYZ file:
```
11
Properties=species:S:1:pos:R:3:nbo_charge:R:1
C -0.730 -0.847 0.232 -0.6188
C -1.271 0.437 -0.404 -0.5365
S -0.157 1.825 -0.575 -0.7177
H -0.027 -0.649 1.046 0.2054
H -0.341 -1.561 -0.497 0.1815
H -1.533 -1.373 0.779 0.1721
H -2.138 0.713 0.215 0.1623
H -1.690 0.148 -1.376 0.1656
H 2.485 -0.287 0.019 0.4633
H 2.451 1.185 0.134 0.4988
O 2.951 0.408 0.428 -0.9760
```

Computed properties:
- charge = -1
- E_HOMO (eV) = -2.441
- frontier orbital gap (eV) = 6.8



3:
# C2H7OS

A cluster of 2 separate species, C2H7OS in total (ωB97M-V with the def2-TZVPD basis set, the Open Molecules 2025 dataset).

XYZ file:
```
11
Properties=species:S:1:pos:R:3:nbo_charge:R:1
O -1.999 0.706 -0.114 -1.3262
H -2.109 1.498 -0.672 0.3968
C 0.288 -1.126 -0.945 -0.7634
S 1.635 -0.334 -0.073 0.0903
C 0.681 0.641 1.126 -0.7838
H -0.270 -1.808 -0.325 0.2019
H 0.701 -1.646 -1.811 0.1897
H -0.451 -0.401 -1.249 0.2873
H 1.174 1.610 1.225 0.1905
H -0.355 0.700 0.745 0.3362
H 0.704 0.160 2.092 0.1808
```

Computed properties:
- charge = -1
- E_HOMO (eV) = -2.774
- frontier orbital gap (eV) = 6.4



4:
# C2H7OS

A cluster of 2 separate species, C2H7OS in total (ωB97M-V with the def2-TZVPD basis set, the Open Molecules 2025 dataset).

XYZ file:
```
11
Properties=species:S:1:pos:R:3:nbo_charge:R:1
O -2.958 -1.282 -2.467 -0.9750
H -2.053 -1.476 -2.190 0.4657
C 0.289 -0.996 0.601 -1.2158
S 1.509 0.276 0.584 0.0888
C 0.468 1.758 0.944 -0.7522
H -0.746 -0.727 0.768 0.1659
H 0.623 -2.006 0.776 0.1831
H -3.123 -0.526 -1.877 0.4591
H -0.208 1.711 0.079 0.1884
H 1.087 2.644 0.877 0.1997
H -0.127 1.589 1.843 0.1923
```

Computed properties:
- charge = -1
- E_HOMO (eV) = -0.466
- frontier orbital gap (eV) = 4.5



Verdict on stability: 2 comes out on top.



1:
# C2H4N2O2

The molecule C2H4N2O2 (ωB97M-V with the def2-TZVPD basis set, the Open Molecules 2025 dataset).

XYZ file:
```
10
Properties=species:S:1:pos:R:3:nbo_charge:R:1
C 0.297 -0.729 -1.869 0.5119
C -0.108 0.271 1.549 -0.4585
N 0.398 -0.354 -0.569 -0.3246
N -0.035 0.556 0.178 0.3531
O 1.084 -1.390 -2.492 -0.5183
O -0.306 1.725 -0.209 -0.4208
H -0.824 -0.589 -2.152 0.1046
H -1.209 0.008 1.648 0.2425
H 0.572 -0.678 1.738 0.2565
H 0.130 1.179 2.178 0.2537
```

Computed properties:
- charge = 0
- E_HOMO (spin up / spin down) (eV) = -10.349 / -10.350
- structure (SMILES) = C/[N+]([O-])=N/C=O
- frontier orbital gap (spin up / spin down) (eV) = 9.6 / 9.6



2:
# C2H4N2O2

The molecule C2H4N2O2 (ωB97M-V with the def2-TZVPD basis set, the Open Molecules 2025 dataset).

XYZ file:
```
10
Properties=species:S:1:pos:R:3:nbo_charge:R:1
C 1.179 0.686 0.209 0.6494
C 0.557 -0.675 0.340 -0.7090
N -0.791 2.386 -0.052 -0.1486
N 0.286 1.540 -0.428 -0.1192
O 2.296 0.962 0.540 -0.5191
O 0.452 2.975 -0.297 -0.2122
H 0.568 -1.072 -0.731 0.2433
H -0.441 -0.532 0.574 0.2246
H 1.160 -1.396 1.005 0.2531
H -1.511 2.493 -0.866 0.3375
```

Computed properties:
- charge = 0
- E_HOMO (eV) = -10.164
- structure (SMILES) = CC(=O)n1[nH]o1
- frontier orbital gap (eV) = 11.0



Verdict on stability: 1 comes out on top.